[1]
DFT (ωB97M-V/def2-TZVPD) results for a cluster of 9 separate species, C9H35NO9 in total at a distorted geometry.

Geometry (Å):
O 7.7030 -17.4089 -20.6631
O 7.7319 -21.9770 -15.6265
O 9.2339 -14.9974 -19.9112
O 10.4789 -18.4716 -19.7231
O 6.0702 -15.8324 -18.8575
O 5.8353 -17.4090 -22.7500
O 10.1107 -17.0637 -22.3230
O 8.5343 -16.1709 -17.6099
O 8.4032 -17.8221 -24.2587
N 7.0952 -20.7980 -16.1204
C 7.1751 -19.7108 -13.8932
C 5.1335 -21.0292 -14.4834
C 6.5746 -21.0339 -17.4566
C 4.8868 -19.1345 -16.9123
C 5.6199 -18.8673 -15.6333
C 7.7503 -21.2477 -18.4029
C 6.2851 -20.1530 -15.0766
C 5.8166 -19.7660 -17.9366
C 5.5879 -22.2337 -17.6535
H 5.1344 -15.8981 -19.0841
H 4.3500 -21.2163 -15.2173
H 8.7153 -14.1866 -19.8946
H 7.4177 -21.2929 -19.4420
H 10.0330 -17.9438 -21.9257
H 10.1336 -18.7671 -18.8744
H 6.4229 -17.5450 -21.9821
H 8.9120 -18.6332 -24.3323
H 5.5079 -22.0255 -14.2356
H 7.1518 -17.2150 -19.8936
H 6.3877 -18.0913 -15.6982
H 7.7466 -16.0846 -18.1785
H 5.9792 -23.1991 -17.3186
H 8.3896 -20.3594 -18.3930
H 8.5374 -17.0953 -17.3371
H 4.4358 -18.2085 -17.2784
H 4.9087 -18.5222 -14.8777
H 11.3636 -18.1419 -19.5256
H 4.7002 -22.0796 -17.0390
H 6.5926 -19.2278 -13.1076
H 4.6702 -20.5229 -13.6411
H 7.9665 -19.0006 -14.1327
H 8.7370 -17.3954 -23.4317
H 8.3568 -16.6977 -20.6828
H 5.3604 -22.3452 -18.7101
H 6.6177 -19.0587 -18.1794
H 6.4275 -17.4070 -23.5148
H 7.6128 -20.6239 -13.4869
H 9.9481 -16.4536 -21.5914
H 5.2296 -19.9380 -18.8389
H 8.3698 -22.1063 -18.1553
H 4.0474 -19.8062 -16.7157
H 6.1836 -14.9244 -18.5485
H 6.9605 -22.5335 -15.4234
H 9.2733 -15.3028 -18.9731

Output
* molar mass: 301.377 g/mol
* charge: 0
* structure (SMILES): CC1(C)CCCC(C)(C)N1O.O.O.O.O.O.O.O.O
* HOMO: -8.986 eV
* ΔE to the lowest compared entry with this formula, charge and spin: 0.1657 eV



[2]
DFT (ωB97M-V/def2-TZVPD) results for a cluster of 9 separate species, C9H36N18O9 in total at a distorted geometry.

Geometry (Å):
O -2.2587 -23.0525 11.8150
O 1.9476 -18.5117 15.8850
O 3.5831 -22.4081 9.0073
O 0.4355 -17.8442 6.9196
O 1.6818 -14.7220 10.9102
O 5.0824 -15.1630 7.1781
O 2.4413 -18.0890 11.2585
O -0.2172 -13.0243 7.0303
O 6.9220 -18.5120 10.5910
N 5.7294 -15.2707 9.4379
N 6.5301 -16.7534 7.9981
N 1.6071 -22.3295 7.8808
N 0.9480 -14.6876 7.9909
N 1.8342 -19.1301 13.6812
N 2.6355 -17.8889 8.9766
N -1.0982 -19.4329 6.2700
N 1.2001 -17.0498 14.3051
N 3.7424 -15.2278 11.7344
N 3.4746 -21.3226 7.0202
N -2.2059 -20.8827 12.4030
N 0.3465 -12.8544 9.2500
N 5.2316 -19.6789 9.5186
N -1.3552 -21.4843 10.3666
N -1.7368 -17.6322 7.4984
N 3.2038 -13.0633 11.1742
N 7.1966 -20.6851 9.9835
N 1.4800 -19.6086 9.8229
C 2.9276 -22.0568 8.0225
C 5.6764 -15.6929 8.1012
C -0.7049 -18.3135 6.9194
C 2.1295 -18.4382 10.1125
C 1.6708 -18.2610 14.7148
C 2.8133 -14.3580 11.2946
C 6.4769 -19.5087 10.0338
C 0.3533 -13.4715 8.0263
C -1.9646 -21.8982 11.5322
H -0.2193 -12.0380 9.3717
H 1.1241 -22.9657 8.4860
H 2.3406 -18.2610 8.0923
H 1.3659 -16.2497 14.8877
H 6.5368 -17.3569 7.1957
H -2.2427 -19.9305 12.0872
H 4.9114 -20.6263 9.4045
H -0.3494 -19.8615 5.7511
H 5.2016 -14.4147 9.5490
H 1.0576 -15.2791 7.1915
H 4.5080 -14.8614 12.2760
H 2.6468 -12.3960 10.6743
H 0.9096 -16.8858 13.3593
H 1.7844 -18.8413 12.7021
H -1.5491 -16.7656 7.9725
H -1.0533 -20.5315 10.3283
H 5.6543 -16.0118 10.1144
H 1.2448 -15.0940 8.8669
H 1.0527 -21.6872 7.3426
H -2.6178 -21.0977 13.2925
H -2.6920 -17.8666 7.3080
H 2.8789 -21.1650 6.2287
H 8.1041 -20.5856 10.4096
H 4.6330 -18.8711 9.4228
H 4.0413 -12.7399 11.6256
H 3.6426 -16.2325 11.7671
H 1.1224 -19.6609 8.8867
H 2.2831 -19.9995 13.9141
H -0.9207 -22.2545 9.8892
H 6.8017 -21.6062 9.9621
H 7.1591 -16.8438 8.7728
H 4.4725 -21.2212 7.0304
H 1.1503 -20.1605 10.5964
H -2.0548 -19.6606 6.0888
H 3.1453 -17.0221 9.0445
H 0.9112 -13.2403 10.0070

Output
* molar mass: 540.504 g/mol
* charge: 0
* structure (SMILES): NC(N)=O.NC(N)=O.NC(N)=O.NC(N)=O.NC(N)=O.NC(N)=O.NC(N)=O.NC(N)=O.NC(N)=O
* HOMO: -9.212 eV
* ΔE to the lowest compared entry with this formula, charge and spin: 1.5489 eV



[3]
DFT (ωB97M-V/def2-TZVPD) results for a cluster of 9 separate species, C9H36O9 in total at a distorted geometry.

Geometry (Å):
O 9.8322 6.4003 10.5612
O 11.8317 11.6745 7.9141
O 12.7104 7.8232 6.5367
O 13.0784 9.3083 8.9769
O 12.4418 6.6531 10.4805
O 12.5942 10.2982 5.2866
O 8.3090 10.1639 9.1734
O 10.5214 9.4091 10.9998
O 14.8583 10.6959 6.7019
C 7.5872 6.9865 10.4358
C 6.9318 11.6117 8.0399
C 6.4504 10.9994 10.5231
C 14.0370 7.2015 12.2197
C 8.9042 6.5258 8.2161
C 12.6516 6.8122 11.8788
C 8.6599 6.1761 9.7704
C 12.3116 5.4208 12.3931
C 7.5090 11.3174 9.3697
H 14.1292 10.7403 6.0469
H 8.9918 10.1030 9.8936
H 7.7610 11.6206 7.3229
H 15.3240 11.5237 6.7953
H 8.0179 6.2444 7.5916
H 13.0591 4.6899 12.0336
H 5.7193 10.3200 10.2070
H 12.0246 7.2055 6.3602
H 8.2301 12.1346 9.6230
H 10.6799 5.9926 10.2669
H 12.9122 8.0359 7.4863
H 12.4148 10.0053 8.8869
H 10.3421 8.4269 11.0896
H 14.8655 6.5979 11.8021
H 6.2926 12.4317 7.9587
H 6.9499 10.5606 11.4411
H 12.2743 5.4063 13.5151
H 8.3926 5.0441 9.8587
H 12.5482 9.4057 5.5926
H 7.8835 7.9862 10.7360
H 12.3137 10.2450 4.3631
H 12.7014 7.4396 10.0226
H 6.3324 10.8047 7.7245
H 11.3429 5.0662 12.0448
H 11.0164 11.6119 8.3613
H 13.8135 9.6469 8.5021
H 5.9855 11.9615 10.8043
H 11.6443 11.4121 7.0006
H 9.7567 5.9104 7.8021
H 14.2074 8.1814 11.7688
H 7.4198 6.4067 11.3373
H 14.0214 7.3133 13.2739
H 6.6169 6.9903 9.8921
H 10.9501 9.5196 11.8914
H 11.9813 7.5202 12.3337
H 9.0270 7.5725 8.0241

Output
* molar mass: 288.378 g/mol
* charge: 0
* structure (SMILES): CC(C)O.CC(C)O.CC(C)O.O.O.O.O.O.O
* HOMO: -9.846 eV
* ΔE to the lowest compared entry with this formula, charge and spin: 0.7188 eV



[4]
DFT (ωB97M-V/def2-TZVPD) results for a structure of composition C9H37B3N2O4V at a distorted geometry.

Geometry (Å):
V 24.6817 27.3604 -26.4341
O 24.9746 25.8417 -26.8556
O 24.6322 24.8825 -29.7983
O 24.0239 29.2329 -25.2513
O 28.7493 24.0604 -27.0722
N 30.4209 26.3494 -27.9147
N 24.3370 22.9068 -27.7623
C 28.1418 23.8192 -25.7956
C 23.5747 25.2806 -30.7038
C 28.3100 25.4042 -27.5478
C 29.2512 26.0053 -28.5746
C 29.5854 25.1589 -29.7882
C 25.5212 22.7584 -28.6099
C 23.6017 30.3441 -26.0796
C 25.1682 23.5781 -29.8780
C 25.7407 21.2605 -28.7721
B 22.4105 26.9981 -27.0024
B 25.3878 26.6928 -24.1547
B 26.4925 28.5332 -27.4978
H 25.7835 27.9107 -28.0213
H 24.9912 20.6959 -29.3268
H 23.1226 27.3100 -27.7506
H 26.3404 23.3186 -28.1591
H 30.7082 25.5827 -27.3234
H 28.1456 26.1763 -26.7962
H 27.3744 28.5275 -28.1194
H 25.6375 27.1586 -23.2140
H 27.8577 22.7799 -25.9605
H 31.2379 26.2864 -28.5051
H 28.7865 24.9759 -30.5068
H 24.2354 31.1913 -25.8173
H 24.3407 26.7921 -24.3955
H 26.6346 21.1723 -29.3894
H 28.8763 27.0038 -28.7993
H 27.2407 24.3769 -25.5405
H 23.7895 23.6084 -28.2401
H 30.3518 25.7724 -30.2618
H 25.9266 20.5988 -27.9261
H 26.0526 29.5176 -27.4566
H 22.5511 30.6318 -26.0398
H 26.0261 23.5834 -30.5504
H 24.4106 23.0163 -30.4244
H 26.7949 28.1167 -26.5495
H 23.7946 29.9542 -27.0791
H 22.7468 24.5723 -30.7369
H 25.9928 27.0210 -24.9856
H 23.1889 26.2885 -30.5514
H 25.4981 25.6225 -24.0732
H 27.3832 25.1571 -28.0655
H 21.6333 27.7356 -26.8742
H 22.8996 26.7926 -26.0629
H 28.9001 23.8291 -25.0126
H 21.9429 26.0678 -27.2853
H 23.7339 22.1255 -27.9765
H 30.2382 24.2985 -29.6408
H 24.1699 25.2114 -31.6143

Output
* molar mass: 320.785 g/mol
* charge: -1
* spin multiplicity: 3
* HOMO (alpha / beta): -5.625 / -6.423 eV
* ⟨S²⟩: 2.043



[5]
DFT (ωB97M-V/def2-TZVPD) results for a structure of composition C9H38O10 at a distorted geometry.

Geometry (Å):
O 1.7288 -2.0324 -1.5204
O 0.6252 2.1527 -1.1740
O -0.1439 -1.6046 -3.9683
O -2.8914 -0.4411 -0.0541
O 1.4579 2.3285 1.3967
O 2.5094 -0.2578 -0.4070
O 2.7911 1.7534 -0.9697
O 0.4883 0.5199 0.2615
O 3.5597 -1.2785 3.0465
O -0.8648 -1.0001 0.8069
C -3.2065 0.8820 0.1383
C -2.0809 1.8124 -0.4910
C 0.1659 0.1027 -2.2825
C -0.8040 -0.5465 -3.2839
C -1.9691 -1.1268 -2.5315
C 1.5950 -1.5946 4.4836
C 2.1795 -1.6170 3.0860
C -4.6159 1.1334 -0.4853
C 1.3862 -0.6578 2.1736
H -0.1166 -0.1919 0.4703
H -2.5221 -1.8113 -3.1748
H 0.6910 -0.6721 -1.7239
H 0.2694 -2.1605 -3.3037
H -2.2099 2.7331 0.0779
H -4.5583 1.2472 -1.5678
H 1.5253 0.4011 2.3912
H 2.1753 -2.6091 2.6345
H 0.5135 -1.7187 4.4299
H -5.2530 0.2609 -0.3400
H -3.6118 -0.9367 0.3421
H -2.2276 1.9614 -1.5608
H -2.5545 -0.2959 -2.1377
H 1.3189 0.0822 0.0753
H 0.2580 2.8968 -0.6967
H 1.2104 1.5325 0.9263
H 2.0526 -2.4425 4.9933
H 2.1639 2.7071 0.8728
H 1.9568 -1.3975 -0.8414
H -1.0356 1.5455 -0.3352
H -1.1514 0.2171 -3.9798
H 0.9756 0.6387 -2.7777
H 1.8417 1.8318 -1.0633
H 4.0732 -1.9016 3.5657
H 0.3284 -0.9166 2.2216
H -1.5675 -1.7731 -1.7510
H 3.0593 2.5709 -0.5502
H -0.3517 0.7643 -1.5878
H 2.5705 -2.3074 -1.8841
H -1.2824 -1.3504 1.5938
H -1.5935 -0.7217 0.2522
H 3.0030 -0.2977 0.4122
H 2.7422 0.5896 -0.7864
H 1.7957 -0.6296 4.9491
H 0.4174 1.3928 -0.6304
H 1.6043 -0.8004 1.1152
H -3.2903 1.0338 1.2144
H -5.1305 2.0002 -0.0707

Output
* molar mass: 306.393 g/mol
* charge: 0
* HOMO: -8.978 eV
* ΔE to the lowest compared entry with this formula, charge and spin: 11.5717 eV



[6]
DFT (ωB97M-V/def2-TZVPD) results for a cluster of 6 separate species, C9H3Cl20O6P in total at a distorted geometry.

Geometry (Å):
Cl -2.0585 -8.9955 0.8296
Cl 0.4629 -9.9117 1.9558
Cl 4.0457 -4.3934 3.0855
Cl -0.2242 5.7474 -6.1289
Cl 1.2990 -5.1141 3.7194
Cl 0.1593 -7.1370 1.1348
Cl 3.0617 -7.0606 2.4664
Cl -1.2476 -8.1213 3.4837
Cl -2.3564 2.2738 -2.7887
Cl 2.1097 -4.7697 0.9463
Cl 4.8252 3.9502 1.1929
Cl 2.0539 4.8367 1.1990
Cl -1.7239 1.0198 -5.3368
Cl 1.8076 6.2389 -4.1052
Cl 2.6901 2.0546 0.6331
Cl 0.1537 2.8846 -4.1274
Cl -1.0053 6.6161 -3.4642
Cl 0.3380 8.4674 -5.2626
Cl -2.3573 3.8576 -5.2294
Cl 3.3469 4.1207 -1.3073
P -3.0892 0.7148 1.7602
O -3.4991 0.3066 3.2097
O 1.2918 -1.7313 2.1587
O -3.7668 -0.5835 0.7866
O 1.2419 0.1832 0.6335
O -3.7710 2.1432 1.1425
O -0.2613 1.3706 -0.6874
C -0.1744 0.5306 0.3322
C 1.0069 -0.4823 1.9224
C 0.2290 6.7675 -4.7402
C 2.6290 -5.3345 2.5545
C -0.6710 -8.5414 1.8509
C 3.2291 3.7405 0.4294
C -1.5710 2.5090 -4.3706
C -0.2951 0.0214 2.7581
C -1.2040 0.4041 1.5924
H -0.5001 -0.0698 3.9041
H -3.1338 -1.3655 0.7837
H -3.0710 2.8521 1.0833

Output
* molar mass: 947.151 g/mol
* charge: 0
* structure (SMILES): O=C1C=C(P(=O)(O)O)C(=O)O1.ClC(Cl)(Cl)Cl.ClC(Cl)(Cl)Cl.ClC(Cl)(Cl)Cl.ClC(Cl)(Cl)Cl.ClC(Cl)(Cl)Cl
* HOMO: -10.918 eV



[7]
DFT (ωB97M-V/def2-TZVPD) results for a structure of composition C9H3F9N3O10RhS2 at a distorted geometry.

Geometry (Å):
Rh 0.1544 0.2641 -0.5153
S -2.9538 1.5229 0.0611
S -2.6248 -1.2181 0.2099
F -1.9480 -3.0145 -1.5788
F 0.6282 4.9375 -0.8223
F -5.0703 2.2402 -1.2707
F 2.5815 4.2696 -1.4886
F -3.3282 3.4992 -1.5551
F -3.7849 -1.9487 -1.9797
F 0.8780 4.1622 -2.8265
F -1.8884 -0.9549 -2.2868
F -3.4254 1.5523 -2.5029
O 1.1123 2.3929 0.1939
O 1.8771 -3.2613 -1.3324
O -3.2589 -2.2427 0.9545
O -1.2522 -0.8744 0.6430
O 0.6966 1.7033 -1.8575
O -3.3637 2.2908 1.1830
O 0.4586 -1.5394 -1.2291
O 4.5472 -3.4565 -0.6276
O 6.0115 -2.1410 0.4050
O -1.5088 1.6133 -0.2624
N 1.9355 -0.1448 0.1817
N 2.8933 0.6031 0.7417
N -3.5067 0.0599 0.0169
C 2.5019 -1.2784 -0.1984
C 0.9956 2.6235 -1.0185
C 1.2629 4.0368 -1.5636
C 4.0500 -0.0713 0.7673
C -3.7575 2.2503 -1.4222
C 4.9023 -2.3383 -0.0073
C 3.8462 -1.2969 0.1599
C 1.5957 -2.1380 -0.9798
C -2.5465 -1.8441 -1.5241
H 2.6613 1.5297 1.0732
H 4.9484 0.3418 1.1955
H 3.5980 -3.4701 -0.8805

Output
* molar mass: 651.156 g/mol
* charge: 0
* HOMO: -11.345 eV
* ΔE to the lowest compared entry with this formula, charge and spin: 1.7687 eV



[8]
DFT (ωB97M-V/def2-TZVPD) results for a cluster of 11 separate species, C9H40FN19O9 in total at a distorted geometry.

Geometry (Å):
F -0.5171 -0.9431 1.8707
O 2.6323 -2.1940 0.7544
O 0.8074 1.3735 -5.4603
O -3.6651 3.8384 0.3541
O -0.4670 -5.4762 2.8514
O 1.8965 2.4487 -0.5470
O -2.5220 2.9928 3.7537
O 2.8763 2.0252 3.6870
O -0.1238 -1.8525 -2.2423
O -1.9547 0.7301 -0.7290
N 0.7568 0.0340 -0.2200
N -2.2465 0.7468 3.5379
N 1.0391 0.7295 3.8999
N -1.7113 3.5662 -0.7764
N 4.1300 2.7826 -0.7338
N -1.7827 -3.3726 -2.3447
N -3.8127 -0.1701 -1.6429
N 1.3128 0.4609 -3.4382
N -3.9505 0.8650 0.3862
N -3.0504 5.3501 -1.2411
N -0.0536 -3.7139 -0.9027
N -1.4770 -3.6167 1.9963
N 3.6287 -3.1599 -1.0270
N 0.6487 -3.5013 2.6745
N 2.5567 0.2597 2.2584
N 3.1233 -4.4269 0.7931
N -0.7378 0.1108 -4.3676
N 2.6492 3.7937 -2.1786
N -1.2095 2.1793 2.0863
C -0.6137 -2.9026 -1.8357
C 2.8481 2.9959 -1.1089
C -2.0568 2.0441 3.1395
C -2.8734 4.2306 -0.4790
C 0.4694 0.7375 -4.4684
C 2.1911 1.0983 3.2835
C -3.1584 0.5227 -0.6699
C 2.9886 -3.2378 0.1948
C -0.4125 -4.3117 2.4668
H -3.2073 -0.4249 -2.3987
H 0.5644 -2.5720 2.2769
H 1.3417 0.8994 -0.2242
H -2.3771 -4.0228 1.8240
H -2.1910 -2.8127 -3.0713
H 3.4057 4.2337 -2.6715
H -3.5510 1.6452 0.8937
H 1.3818 -3.7746 3.2966
H 1.7238 4.0862 -2.4302
H 3.3797 -5.2036 0.2070
H 2.0111 -0.5810 2.1915
H -2.3677 5.5586 -1.9435
H -1.4229 -2.5996 1.9658
H 4.3246 1.9817 -0.1639
H 2.2208 0.8608 -3.6050
H 0.0197 0.1820 -0.9139
H 3.4495 0.3562 1.8218
H -2.5180 0.6178 4.4936
H 0.1642 -0.2829 0.6061
H 4.8753 3.4011 -0.9929
H -4.9326 0.6717 0.4010
H -4.8069 -0.2745 -1.5929
H -1.0324 3.1242 1.7939
H 0.4697 -0.0548 3.6295
H 3.7122 -2.2105 -1.3467
H 4.4629 -3.7055 -1.1674
H -0.7147 -4.1441 -0.2719
H 2.7289 -4.6582 1.6863
H 1.2037 -0.2755 -2.7580
H -1.7887 0.0220 2.9958
H -1.0992 3.9012 -1.4965
H -3.8064 5.9731 -1.0365
H 0.7682 1.3603 4.6322
H -0.8226 -0.3885 -3.4963
H -0.6723 1.4302 1.6914
H 0.7804 -3.3562 -0.4690
H 1.3683 -0.7547 -0.4161
H -1.5116 0.3590 -4.9508
H -1.4964 2.6704 -0.3597
H -2.1964 -4.2753 -2.2054

Output
* molar mass: 577.541 g/mol
* charge: 0
* HOMO: -8.784 eV
* ΔE to the lowest compared entry with this formula, charge and spin: 0.6015 eV



Among the records above, which one has the lowest charge? C9H37B3N2O4V



Number 2 is which compound? C9H36N18O9